Density functional theory data (ωB97M-V/def2-TZVPD) for a cluster of 3 separate species, C40H77N6O3PS2 in total.

XYZ file:
```
129
Properties=species:S:1:pos:R:3:mulliken_charge:R:1
C -2.837 -3.251 3.162 -1.08
C -4.219 -2.613 2.862 -0.40
N -4.257 -1.158 3.114 0.06
C -5.665 -0.684 3.214 -0.94
C -6.412 -0.511 1.870 -0.64
C -3.567 -0.405 2.144 -0.46
S -3.481 1.224 2.296 -0.19
S -2.700 -1.115 0.726 0.50
C -3.921 -1.809 -0.428 -0.15
C -3.180 -2.072 -1.784 -0.90
C -3.502 -0.974 -2.819 -1.00
C -2.942 0.380 -2.377 0.47
N -1.637 0.484 -2.422 -0.30
C -1.139 1.700 -2.056 -0.24
C 0.284 1.891 -2.136 0.04
O 1.020 0.837 -2.570 -0.53
C 2.078 0.386 -1.696 -1.87
C 1.811 0.447 -0.191 1.18
C 3.119 -0.105 0.473 -1.76
C 0.623 -0.425 0.291 3.44
C 0.307 -0.022 1.769 -1.22
C 0.833 -1.939 0.140 -1.89
C 0.818 3.115 -1.819 0.47
P 2.622 3.435 -1.965 0.61
N 3.174 2.920 -3.350 -0.98
C -0.040 4.188 -1.358 0.76
C 0.464 5.572 -0.949 -1.11
C -0.320 6.200 0.245 0.39
C 0.635 6.749 1.336 -1.44
O -1.182 7.246 -0.228 -0.63
C -1.376 3.964 -1.293 -0.08
C -1.979 2.732 -1.647 -0.23
N -3.342 2.659 -1.577 -0.53
C -3.778 1.487 -1.968 0.75
C -5.303 1.315 -1.979 -0.61
C -5.947 1.914 -3.256 0.01
C -5.735 1.038 -4.509 -1.44
O -5.484 3.239 -3.514 -0.53
H -2.932 -4.066 3.889 0.36
H -2.127 -2.488 3.507 0.21
H -2.383 -3.687 2.261 0.26
H -4.927 -3.069 3.568 0.66
H -4.561 -2.884 1.856 0.11
H -6.219 -1.400 3.835 0.46
H -5.719 0.275 3.741 0.42
H -6.190 0.473 1.432 0.15
H -6.152 -1.257 1.111 0.17
H -7.489 -0.514 2.090 0.43
H -4.774 -1.148 -0.612 -0.55
H -4.317 -2.779 -0.095 0.66
H -3.598 -3.011 -2.175 0.54
H -2.097 -2.155 -1.616 0.22
H -4.550 -0.943 -3.120 0.13
H -2.933 -1.222 -3.730 0.51
H 2.230 -0.676 -1.945 0.46
H 3.026 0.875 -1.972 0.49
H 1.723 1.469 0.211 0.20
H 3.933 0.549 0.105 0.57
H 3.373 -1.113 0.131 0.34
H 3.121 0.015 1.560 0.29
H -0.300 -0.191 -0.259 -1.90
H -0.042 -0.870 2.371 0.18
H -0.448 0.778 1.726 0.27
H 1.176 0.416 2.278 0.16
H 0.925 -2.276 -0.903 0.36
H 1.678 -2.338 0.717 0.46
H -0.064 -2.441 0.543 0.34
H 3.210 2.784 -0.843 0.05
H 2.931 4.804 -1.792 0.11
H 2.387 2.549 -3.877 0.34
H 0.412 6.279 -1.794 0.36
H 1.513 5.546 -0.633 0.11
H -0.970 5.469 0.748 0.40
H 0.832 5.911 2.017 0.22
H 1.544 7.094 0.830 0.34
H 0.127 7.548 1.886 0.42
H -1.474 7.033 -1.121 0.37
H -2.031 4.774 -0.969 0.47
H -5.679 1.922 -1.142 0.32
H -5.617 0.284 -1.804 0.11
H -7.038 1.989 -3.111 0.35
H -4.657 1.003 -4.733 0.40
H -6.237 1.493 -5.376 0.42
H -6.163 0.035 -4.393 0.33
H -5.170 3.229 -4.425 0.35
C 3.715 3.702 2.130 -1.21
C 3.561 3.202 3.559 -0.72
N 4.269 1.962 3.814 0.56
C 3.901 1.337 5.075 -0.66
C 4.232 2.084 6.371 -1.13
C 5.691 1.967 3.508 -0.75
C 6.572 3.008 4.209 -1.16
H 3.415 2.934 1.414 0.19
H 3.077 4.576 1.974 0.34
H 4.739 4.006 1.908 0.41
H 2.494 3.030 3.731 0.53
H 3.862 4.004 4.250 0.22
H 4.346 0.339 5.120 0.42
H 2.820 1.161 5.054 0.31
H 5.294 2.038 6.607 0.24
H 3.701 1.619 7.205 0.43
H 3.926 3.131 6.337 0.26
H 5.805 2.101 2.428 0.30
H 6.098 0.971 3.699 0.51
H 6.121 4.001 4.214 0.25
H 7.526 3.089 3.684 0.39
H 6.800 2.723 5.235 0.28
C 3.968 -8.003 -2.447 -1.45
C 2.673 -7.499 -3.067 -0.34
N 1.784 -6.861 -2.114 0.14
C 0.446 -6.634 -2.634 -0.70
C 0.285 -5.664 -3.810 -0.86
C 2.353 -5.761 -1.352 -0.83
C 2.923 -4.570 -2.131 -0.67
H 3.768 -8.671 -1.608 0.34
H 4.541 -8.559 -3.191 0.44
H 4.600 -7.185 -2.097 0.29
H 2.156 -8.365 -3.491 0.47
H 2.918 -6.838 -3.912 0.27
H -0.202 -6.306 -1.816 0.33
H 0.041 -7.605 -2.940 0.40
H 0.387 -4.626 -3.496 0.11
H -0.716 -5.769 -4.235 0.40
H 0.999 -5.860 -4.610 0.28
H 3.149 -6.162 -0.719 0.34
H 1.605 -5.396 -0.643 0.35
H 3.537 -4.876 -2.979 0.41
H 3.559 -3.974 -1.471 0.29
H 2.136 -3.908 -2.490 0.02
```

Output
Largest force on an atom (eV/A): 2.4
SMILES: CCN(CC)C(=S)SCCCc1nc2c(OC[C@H](C)C(C)C)c([PH2]=N)c(C[C@@H](C)O)cc2nc1C[C@H](C)O.CCN(CC)CC.CCN(CC)CC
HOMO (eV): -8.15

=====

Density functional theory data (ωB97M-V/def2-TZVPD) for a cluster of 24 separate species, C40H78Cl46FINO3 in total.

XYZ file:
```
170
Properties=species:S:1:pos:R:3:mulliken_charge:R:1
C 0.545 1.565 -1.260 -0.94
C -0.557 2.626 -0.886 0.63
C -1.222 3.102 -2.248 -1.68
I 0.280 4.324 -3.368 -0.01
N -2.383 3.900 -2.144 0.78
C -2.272 4.799 -1.028 -0.63
C -3.173 6.083 -1.067 -0.39
C -2.534 7.141 -0.099 -0.63
F -2.331 6.532 1.156 -0.30
C -3.690 3.367 -2.478 1.62
C -4.573 3.124 -1.179 -0.51
C -3.792 2.019 -3.292 -0.91
C -4.988 1.870 -4.275 -1.77
C -6.412 1.928 -3.669 0.17
C -6.966 0.538 -3.130 -0.73
C -7.800 0.772 -1.807 -0.37
C -7.742 -0.492 -0.876 -0.70
C -6.574 -0.463 0.179 -0.34
O -5.903 -1.724 0.237 -0.40
C -4.982 -1.861 -0.844 0.65
C -4.382 4.455 -3.447 -0.20
O -3.766 4.694 -4.451 -0.75
O -5.476 5.056 -3.155 -0.77
H 1.372 2.039 -1.837 0.22
H 0.156 0.749 -1.889 0.09
H 1.029 1.200 -0.325 0.30
H -0.026 3.439 -0.363 0.28
H -1.346 2.125 -0.255 0.00
H -1.241 2.185 -2.847 0.70
H -2.452 4.348 -0.020 0.06
H -1.241 5.216 -0.934 0.63
H -4.198 5.924 -0.692 0.17
H -3.198 6.453 -2.113 0.35
H -1.544 7.415 -0.507 0.34
H -3.167 8.044 -0.012 0.35
H -3.943 2.806 -0.313 0.38
H -5.165 4.029 -0.926 0.19
H -5.305 2.308 -1.310 -0.51
H -3.886 1.189 -2.547 0.10
H -2.905 1.798 -3.930 0.44
H -4.900 2.499 -5.185 0.50
H -4.894 0.827 -4.683 0.50
H -7.095 2.196 -4.509 0.54
H -6.561 2.709 -2.910 -0.34
H -6.107 -0.130 -2.928 0.24
H -7.660 0.123 -3.889 0.40
H -7.508 1.698 -1.276 0.34
H -8.867 0.877 -2.109 0.30
H -8.692 -0.500 -0.295 0.34
H -7.718 -1.430 -1.471 0.28
H -5.863 0.376 0.011 0.17
H -7.034 -0.285 1.170 0.35
H -4.757 -0.882 -1.310 -0.42
H -4.020 -2.295 -0.506 0.26
H -5.415 -2.509 -1.626 -0.34
C -7.182 -4.572 2.033 0.01
Cl -8.691 -4.774 1.134 -0.18
Cl -6.616 -6.113 2.697 -0.15
H -6.425 -4.177 1.363 0.03
H -7.350 -3.879 2.849 0.29
C -0.030 2.707 2.971 -0.46
Cl -1.613 2.526 2.213 -0.10
Cl 0.611 1.144 3.497 -0.09
H 0.655 3.144 2.251 0.25
H -0.124 3.357 3.834 0.42
C 1.854 -2.698 -1.648 0.24
Cl 0.395 -2.024 -2.383 -0.11
Cl 2.782 -1.448 -0.802 -0.16
H 1.562 -3.464 -0.934 0.05
H 2.486 -3.138 -2.418 -0.08
C -5.620 -5.474 -2.927 -0.20
Cl -4.384 -4.972 -1.760 0.02
Cl -6.823 -4.203 -3.196 -0.16
H -5.137 -5.701 -3.874 0.03
H -6.120 -6.357 -2.545 0.35
C 3.333 2.275 6.544 0.17
Cl 2.761 3.269 5.200 -0.13
Cl 1.992 1.462 7.360 -0.16
H 4.015 1.526 6.159 -0.30
H 3.845 2.910 7.258 0.39
C 3.516 7.153 -3.278 -0.30
Cl 5.245 7.068 -2.900 -0.08
Cl 3.112 6.132 -4.656 -0.15
H 2.946 6.820 -2.416 0.22
H 3.261 8.180 -3.514 0.29
C 3.208 -1.321 3.230 -0.18
Cl 3.427 -3.022 2.798 -0.09
Cl 3.971 -0.955 4.783 0.12
H 3.656 -0.700 2.461 0.11
H 2.146 -1.110 3.301 0.13
C 6.388 2.085 3.580 -0.39
Cl 4.900 1.953 2.637 -0.10
Cl 6.931 0.505 4.159 -0.07
H 7.162 2.512 2.955 0.28
H 6.207 2.728 4.435 0.26
C 8.427 5.574 -2.918 0.18
Cl 10.085 5.852 -3.475 -0.19
Cl 8.404 4.812 -1.327 -0.09
H 7.913 6.526 -2.859 -0.27
H 7.922 4.926 -3.626 0.34
C 3.732 -5.856 -1.501 -0.29
Cl 3.412 -4.992 -3.012 -0.19
Cl 2.258 -6.586 -0.852 -0.10
H 4.457 -6.638 -1.689 0.42
H 4.126 -5.156 -0.777 0.15
C -0.665 -6.198 1.547 -0.56
Cl -1.767 -5.398 0.422 -0.04
Cl 0.669 -5.140 2.019 -0.01
H -1.216 -6.479 2.438 0.33
H -0.259 -7.084 1.070 0.25
C 6.227 -7.318 1.247 -0.11
Cl 5.215 -8.759 1.079 -0.18
Cl 5.335 -5.856 0.813 0.03
H 6.557 -7.238 2.275 0.22
H 7.081 -7.413 0.594 0.05
C 7.601 -3.523 3.112 -0.02
Cl 6.954 -5.069 3.689 -0.15
Cl 8.982 -3.710 2.013 -0.15
H 6.810 -2.993 2.591 0.06
H 7.928 -2.946 3.970 0.24
C 11.380 -6.728 0.262 -0.41
Cl 9.633 -6.535 0.072 -0.05
Cl 12.267 -5.717 -0.885 -0.16
H 11.656 -6.440 1.271 0.29
H 11.640 -7.766 0.089 0.32
C 12.135 3.875 0.548 -0.37
Cl 11.498 4.845 -0.782 -0.06
Cl 10.839 3.035 1.413 -0.13
H 12.823 3.139 0.148 0.28
H 12.654 4.527 1.242 0.28
C 6.406 -1.549 7.542 0.79
Cl 7.054 -2.355 8.978 -0.19
Cl 5.835 0.081 7.923 -0.15
H 7.189 -1.480 6.794 0.19
H 5.573 -2.137 7.157 -0.62
C 4.024 -4.433 8.117 -0.43
Cl 4.083 -3.682 6.515 -0.08
Cl 2.790 -5.695 8.192 -0.16
H 4.991 -4.874 8.334 0.31
H 3.793 -3.670 8.853 0.31
C -2.853 -3.792 -5.751 -0.33
Cl -3.181 -5.441 -5.199 -0.19
Cl -1.833 -2.931 -4.599 -0.02
H -2.352 -3.840 -6.712 0.31
H -3.791 -3.258 -5.851 0.24
C -7.677 -9.590 3.865 -0.10
Cl -7.457 -11.310 3.516 -0.16
Cl -6.881 -9.131 5.375 -0.15
H -7.253 -9.010 3.053 0.13
H -8.738 -9.383 3.951 0.28
C 7.751 -4.054 -2.350 0.00
Cl 6.733 -5.489 -2.538 -0.11
Cl 6.861 -2.581 -2.748 -0.15
H 8.087 -3.995 -1.320 -0.05
H 8.604 -4.140 -3.013 0.34
C 7.757 9.047 -0.355 -0.33
Cl 7.227 7.458 0.205 -0.09
Cl 8.857 8.913 -1.734 -0.13
H 6.887 9.622 -0.654 0.26
H 8.272 9.552 0.456 0.32
C -10.307 4.090 -2.677 -0.13
Cl -8.611 4.304 -3.116 -0.04
Cl -10.477 3.343 -1.077 -0.17
H -10.793 5.060 -2.659 0.09
H -10.785 3.452 -3.414 0.26
C -14.102 5.225 -1.967 -0.26
Cl -12.716 6.315 -1.857 -0.14
Cl -13.867 4.002 -3.222 -0.14
H -14.233 4.727 -1.012 0.26
H -14.987 5.805 -2.205 0.31
```

Output
Charge: -1
Largest force on an atom (eV/A): 3.3
HOMO (eV): -4.44